Computed, not measured: 8 unconnected molecules or ions with the total composition C6H28NO7 in a non-equilibrium geometry, with the ωB97M-V functional and the def2-TZVPD basis.

Atoms and positions in Å:
1 C -1.4841 -0.7632 -1.8557
2 C -1.4461 0.3258 -0.8137
3 C -0.0263 0.7475 -0.4613
4 C 0.4601 2.0634 -1.1175
5 C -0.3477 3.1217 -1.0923
6 C 1.8803 2.0797 -1.5632
7 N -2.1297 -0.1388 0.4739
8 H -2.4670 -1.2360 -1.9372
9 H -0.9942 -1.6712 -1.4657
10 H -0.8421 -0.5305 -2.6956
11 H -2.0657 1.1849 -1.0568
12 H 0.6693 0.0512 -0.9260
13 H 0.1034 0.8250 0.6152
14 H -1.4032 3.0445 -0.8620
15 H -0.0306 4.1171 -1.3847
16 H 2.4715 2.0658 -0.6436
17 H 2.1138 1.3027 -2.2893
18 H 2.1382 2.9897 -2.1089
19 H -2.0454 0.6575 1.1270
20 H -1.5536 -0.8598 0.9464
21 H -3.1148 -0.3389 0.3229
22 H -1.0743 -3.0260 0.8435
23 H -1.8105 -2.9820 2.2926
24 O -1.8217 -2.7158 1.3710
25 H -1.6008 2.4088 1.7844
26 H -3.0199 2.6383 1.4366
27 O -2.4917 2.1355 2.0769
28 H 2.6348 -1.1648 -2.8614
29 H 1.7432 -2.5082 -2.6785
30 O 2.1944 -1.7683 -2.2532
31 H -0.1911 0.6792 2.7724
32 H 0.3650 1.6853 3.8384
33 O -0.4172 1.4322 3.3423
34 H 2.9612 -1.2572 -0.3523
35 H 3.8058 -1.1948 0.9250
36 O 2.9451 -0.9366 0.5666
37 H 1.5891 -0.9401 1.4615
38 H 1.0291 -1.6144 2.7471
39 O 0.8546 -0.9245 2.0986
40 H 0.8533 -3.8158 -0.2481
41 H 1.0716 -2.2459 0.0044
42 O 0.4939 -2.9232 -0.3797

Cartesian forces (eV/Å) of the 6 atoms listed first:
C 0.28 -1.64 1.43
C -0.47 -0.07 0.66
C 0.68 0.77 -1.63
C -1.50 0.08 0.71
C 0.23 0.27 -0.55
C 0.05 0.91 -0.02

Summary:
- ΔE to the lowest compared entry with this formula, charge and spin: 20.1 kJ/mol
- HOMO-LUMO gap (spin up / spin down): 0.0884 / 0.3641 Ha
- Charge: 0
- ⟨S²⟩: 0.7504
- Multiplicity: 2

---

Computed, not measured: 3 unconnected molecules or ions with the total composition C2H8BrN4O2, with the ωB97M-V functional and the def2-TZVPD basis.

Atoms and positions in Å:
1 Br -2.0944 12.6933 14.7291
2 C 0.9899 10.8681 17.0486
3 O 1.8335 10.6153 17.9041
4 N 0.2529 9.8693 16.4575
5 N 0.6805 12.1143 16.5968
6 H -0.4575 10.0582 15.7727
7 H 0.4041 8.9764 16.8851
8 H 1.2444 12.8954 16.8680
9 H -0.0463 12.1862 15.8888
10 C -2.0713 16.3103 16.7105
11 O -2.0381 17.3670 17.3276
12 N -2.6545 16.1335 15.4867
13 N -1.5238 15.1485 17.1897
14 H -2.5426 15.2382 15.0311
15 H -3.0972 16.9218 15.0598
16 H -1.6630 14.2923 16.6669
17 H -1.1440 15.1917 18.1141

Cartesian forces (eV/Å) of the 6 atoms listed first:
Br 0.00 -0.04 -0.03
C -0.07 0.30 -0.07
O -0.02 0.10 -0.07
N 0.50 0.14 0.32
N 0.00 -0.71 -0.03
H -0.16 -0.09 0.08

Summary:
- ΔE to the lowest compared entry with this formula, charge and spin: 0.0 kJ/mol
- HOMO-LUMO gap: 0.3247 Ha
- Charge: -1

---

Computed, not measured: a single C6H9N3O molecule in a non-equilibrium geometry, with the ωB97M-V functional and the def2-TZVPD basis.

Atoms and positions in Å:
1 C 0.7230 -1.0948 -0.5251
2 C -0.8521 0.7293 0.0764
3 C 0.1535 1.3800 0.8563
4 C -0.7337 -0.6700 -0.7596
5 C 2.6088 1.4032 1.2264
6 C -1.4997 -1.1202 -1.9490
7 N 1.6047 -0.3704 0.0758
8 N -1.7803 -1.7138 -0.5883
9 N 1.3757 0.7844 0.7464
10 O -2.9607 -1.2165 0.0025
11 H 0.8627 -2.0146 -0.9122
12 H -2.8049 -1.3987 0.8931
13 H -1.9173 0.8946 0.0466
14 H 0.0931 2.1206 1.6046
15 H 2.9925 0.6198 1.9851
16 H 3.1547 1.5011 0.2854
17 H 2.4304 2.4643 1.6922
18 H -1.1655 -1.8452 -2.5885
19 H -2.2851 -0.4529 -2.1680

Cartesian forces (eV/Å) of the 6 atoms listed first:
C -2.78 4.28 1.30
C 0.18 -0.60 0.00
C -2.39 -4.52 -3.74
C 2.64 2.32 2.54
C -0.46 -0.16 1.10
C -1.16 1.37 3.76

Summary:
- ΔE to the lowest compared entry with this formula, charge and spin: 621.2 kJ/mol
- HOMO-LUMO gap: 0.3099 Ha
- Structure (SMILES): CN1C=C[C@]2(C=N1)CN2O
- Charge: 0

---

Computed, not measured: a molecular structure, C15H20AuN6SSe3Te, with the ωB97M-V functional and the def2-TZVPD basis.

Atoms and positions in Å:
1 Au 0.1638 -0.2199 0.1039
2 Se 2.6306 0.0093 -0.2371
3 Se 3.4986 -0.9898 1.6433
4 Te 2.6314 0.5313 3.4821
5 Se 0.2945 0.5440 3.0410
6 N -3.8017 1.6715 0.2381
7 C -4.3880 0.4182 0.3363
8 C -5.7148 0.0155 0.4384
9 C -5.9361 -1.3427 0.5320
10 C -4.8765 -2.2668 0.5261
11 C -3.5645 -1.8599 0.4224
12 C -3.3277 -0.4896 0.3235
13 N -2.1338 0.2092 0.2208
14 C -2.4635 1.4765 0.1757
15 C -1.4539 2.5289 0.0862
16 C -1.6021 3.8807 0.1047
17 S -0.0734 4.6300 -0.0055
18 C 0.6716 3.1028 -0.0454
19 N -0.1541 2.1012 -0.0016
20 H -4.2773 2.5573 0.2257
21 H -6.5308 0.7234 0.4488
22 H -6.9500 -1.7060 0.6142
23 H -5.1024 -3.3206 0.6090
24 H -2.7470 -2.5656 0.4205
25 H -2.5042 4.4608 0.1786
26 H 1.7403 2.9666 -0.0977
27 C -0.6761 -5.7122 -1.0483
28 N -0.0255 -4.4423 -1.3399
29 C -0.0360 -4.0639 -2.7395
30 C 0.0608 -3.4682 -0.3844
31 N -0.1360 -2.2093 -0.6866
32 N 0.3799 -3.8784 0.8678
33 C 1.3417 -4.9470 1.0932
34 C 0.1442 -3.0253 2.0128
35 H -1.6448 -5.7596 -1.5532
36 H -0.8387 -5.8151 0.0194
37 H -0.0643 -6.5461 -1.3947
38 H 0.2335 -4.9346 -3.3354
39 H 0.7005 -3.2838 -2.9237
40 H -1.0225 -3.7211 -3.0747
41 H -0.6123 -2.1084 -1.5721
42 H 1.6297 -5.3991 0.1498
43 H 0.9239 -5.7141 1.7472
44 H 2.2354 -4.5340 1.5670
45 H -0.7821 -2.4672 1.8828
46 H 0.9642 -2.3250 2.1789
47 H 0.0406 -3.6610 2.8924

Cartesian forces (eV/Å) of the 6 atoms listed first:
Au 0.02 -0.08 -0.02
Se 0.05 -0.02 -0.10
Se 0.02 -0.03 0.02
Te 0.08 -0.03 0.01
Se -0.15 0.06 0.06
N 0.04 -0.15 0.01

Summary:
- HOMO-LUMO gap (spin up / spin down): 0.2666 / 0.2213 Ha
- Charge: +1
- ⟨S²⟩: 2.0140
- Multiplicity: 3

---

Computed, not measured: a single C3H7NO3 molecule in a non-equilibrium geometry, with the ωB97M-V functional and the def2-TZVPD basis.

Atoms and positions in Å:
1 C -0.5326 0.7180 -0.0225
2 C -1.1603 -0.7154 -0.0440
3 O -2.5583 -0.6907 0.4375
4 N 0.7544 0.7008 -0.6140
5 C 1.8658 0.1419 -0.0675
6 O 1.8397 0.1140 1.2763
7 O 2.7976 -0.2985 -0.7409
8 H -0.4992 0.9051 1.0282
9 H -1.2642 1.3399 -0.5877
10 H -0.6651 -1.4142 0.6089
11 H -1.0450 -1.0847 -1.0147
12 H -3.0918 -0.2527 -0.2078
13 H 0.8070 0.7027 -1.5445
14 H 2.7521 -0.1664 1.4927

Cartesian forces (eV/Å) of the 6 atoms listed first:
C -1.96 -1.86 0.18
C -1.47 1.24 1.44
O 2.13 -0.49 -0.01
N 0.65 0.24 3.59
C 0.69 -0.59 -1.10
O 0.80 -0.11 0.02

Summary:
- ΔE to the lowest compared entry with this formula, charge and spin: 122.1 kJ/mol
- HOMO-LUMO gap: 0.3845 Ha
- Structure (SMILES): O=C(O)NCCO
- Charge: 0

---

Computed, not measured: a single C4H9NO molecule, with the ωB97M-V functional and the def2-TZVPD basis.

Atoms and positions in Å:
1 C -1.5436 0.7611 0.3063
2 C -0.7908 -0.0526 -0.7321
3 N 0.4883 0.4587 -1.2384
4 C 0.4745 -0.7793 -0.4626
5 C 1.2147 -0.6989 0.8620
6 O 1.2699 0.6149 1.3544
7 H -1.5909 0.2387 1.2664
8 H -1.0521 1.7209 0.4798
9 H -2.5696 0.9533 -0.0240
10 H -1.4249 -0.5335 -1.4770
11 H 0.6079 0.2901 -2.2325
12 H 0.6255 -1.7156 -1.0026
13 H 2.2262 -1.1160 0.7194
14 H 0.7133 -1.3181 1.6159
15 H 1.3518 1.1766 0.5648

Cartesian forces (eV/Å) of the 6 atoms listed first:
C 0.00 -0.01 0.01
C -0.22 -0.08 0.06
N 0.09 0.10 -0.26
C 0.07 -0.17 0.09
C -0.05 -0.32 -0.05
O 0.12 0.18 -0.13

Summary:
- ΔE to the lowest compared entry with this formula, charge and spin: 189.3 kJ/mol
- HOMO-LUMO gap: 0.3924 Ha
- Structure (SMILES): C[C@H]1N[C@H]1CO
- Charge: 0